Entry P
{"formula": "C6H14NO", "method": "ωB97M-V/def2-TZVPD", "symbols": ["C", "O", "C", "C", "H", "H", "H", "H", "H", "H", "H", "H", "C", "C", "C", "N", "H", "H", "H", "H", "H", "H"], "coordinates": [[1.238, 1.236, -0.545], [0.649, 0.278, -1.476], [0.176, 1.666, 0.449], [0.799, 2.454, 1.594], [2.068, 0.760, -0.019], [1.599, 2.081, -1.122], [1.126, 0.331, -2.316], [-0.574, 2.254, -0.074], [-0.307, 0.771, 0.839], [1.281, 3.363, 1.249], [0.049, 2.743, 2.325], [1.524, 1.842, 2.130], [-1.688, -2.061, -0.302], [-2.406, -1.223, -1.021], [0.493, -2.723, 0.398], [-0.275, -1.931, -0.240], [-2.112, -2.863, 0.289], [-1.942, -0.419, -1.573], [-3.479, -1.312, -1.083], [1.560, -2.543, 0.358], [0.057, -3.537, 0.965], [0.161, -1.165, -0.827]], "lowdin_charge": [-0.21, -0.11, -0.25, -0.09, 0.12, 0.13, 0.12, 0.12, 0.10, 0.08, 0.08, 0.08, -0.13, 0.11, 0.18, 0.03, 0.13, 0.08, 0.09, 0.12, 0.12, 0.11], "homo_lumo_gap_ev": 9.92, "e_lumo_ev": -4.817, "charge": 1, "homo_ev": -14.73}

***

Entry Q
{"formula": "C6H14NO", "method": "ωB97M-V/def2-TZVPD", "symbols": ["C", "C", "C", "C", "C", "C", "N", "O", "H", "H", "H", "H", "H", "H", "H", "H", "H", "H", "H", "H", "H", "H"], "coordinates": [[-0.956, 0.339, -0.982], [0.162, -0.030, -0.095], [-1.769, 0.606, 0.215], [0.380, -1.503, 0.245], [-2.501, -0.510, 0.822], [1.074, 0.844, 0.303], [3.336, 0.597, -1.275], [-1.818, 1.879, 0.516], [-0.650, 1.263, -1.516], [-1.154, -0.507, -1.588], [1.339, -1.864, 0.661], [0.212, -1.989, -0.689], [-0.464, -1.773, 0.941], [-2.076, -1.471, 0.633], [-3.609, -0.489, 0.519], [-2.600, -0.263, 1.829], [1.882, 0.603, 0.998], [1.054, 1.872, 0.263], [3.177, 0.364, -2.293], [4.095, -0.024, -1.031], [3.613, 1.627, -1.298], [-2.330, 2.016, 1.354]], "lowdin_charge": [-0.05, -0.38, -0.27, -0.02, 0.04, 0.10, 0.00, 0.18, 0.16, 0.14, 0.11, 0.08, 0.08, 0.08, 0.17, 0.09, 0.10, 0.07, 0.05, 0.02, 0.06, 0.18], "homo_lumo_gap_ev": [8.16, 8.16], "e_lumo_ev": [-4.675, -4.676], "charge": 1, "homo_ev": [-12.83, -12.83]}

***

The most stable of them is entry P.

***

Entry P
{"formula": "C6H14NO", "method": "ωB97M-V/def2-TZVPD", "symbols": ["C", "C", "C", "C", "C", "N", "C", "O", "H", "H", "H", "H", "H", "H", "H", "H", "H", "H", "H", "H", "H", "H"], "coordinates": [[-0.238, 1.541, 2.367], [-0.315, 0.040, 2.203], [-0.779, -0.501, 0.849], [0.419, -0.765, -0.105], [0.343, 0.028, -1.412], [1.422, -0.352, -2.424], [-1.046, -0.328, -2.096], [-1.145, -1.372, -2.668], [0.631, 2.133, 2.079], [-1.117, 1.973, 1.878], [-0.313, 1.750, 3.439], [0.569, -0.492, 2.593], [-1.009, -0.328, 2.960], [-1.353, -1.409, 0.955], [-1.353, 0.307, 0.381], [1.316, -0.418, 0.416], [0.489, -1.831, -0.338], [0.402, 1.097, -1.228], [0.989, -1.046, -3.061], [1.761, 0.466, -2.920], [2.092, -0.970, -1.949], [-1.765, 0.479, -1.917]], "lowdin_charge": [-0.10, -0.27, -0.17, -0.15, -0.23, 0.24, -0.17, 0.12, 0.07, 0.08, 0.08, 0.12, 0.11, 0.12, 0.10, 0.12, 0.13, 0.15, 0.16, 0.18, 0.18, 0.14], "homo_lumo_gap_ev": 10.66, "e_lumo_ev": -3.825, "charge": 1, "smiles": "CCCC[C@@H]([NH3+])C=O", "homo_ev": -14.48}

***

Entry Q
{"formula": "C6H14NO", "method": "ωB97M-V/def2-TZVPD", "symbols": ["C", "C", "C", "C", "C", "C", "N", "H", "H", "H", "H", "H", "H", "H", "H", "H", "H", "H", "H", "H", "H", "O"], "coordinates": [[0.555, -2.463, -0.194], [-0.633, -1.575, -0.637], [-0.147, -0.196, -1.067], [0.685, 0.503, -0.043], [1.900, 1.074, -0.359], [0.996, 0.984, 2.279], [0.202, 0.556, 1.178], [1.391, -2.312, -0.895], [0.843, -2.231, 0.820], [0.269, -3.511, -0.260], [-1.150, -1.985, -1.494], [-1.238, -1.445, 0.247], [0.420, -0.296, -1.962], [-1.027, 0.401, -1.285], [2.243, 1.359, -1.342], [2.617, 1.289, 0.417], [0.403, 1.386, 3.071], [1.740, 1.741, 2.040], [1.473, 0.080, 2.707], [-4.546, 1.860, -0.968], [-3.341, 2.803, -0.938], [-3.655, 1.978, -1.318]], "lowdin_charge": [-0.08, -0.22, -0.15, -0.31, 0.36, -0.05, 0.21, 0.08, 0.06, 0.08, 0.12, 0.10, 0.11, 0.12, 0.13, 0.10, 0.10, 0.09, 0.15, 0.04, 0.03, -0.06], "homo_lumo_gap_ev": 6.01, "e_lumo_ev": -8.186, "charge": 1, "homo_ev": -14.19}

***

The most stable of them is entry P.

***

Entry P
{"formula": "C3H8OS", "method": "ωB97M-V/def2-TZVPD", "symbols": ["C", "C", "O", "H", "H", "H", "H", "C", "S", "H", "H", "H", "H"], "coordinates": [[2.201, -0.044, -0.936], [2.701, -0.737, 0.091], [2.555, -2.068, 0.309], [2.787, 0.805, -1.277], [1.181, -0.024, -1.302], [3.418, -0.286, 0.761], [1.818, -2.354, -0.247], [-3.082, 0.549, 0.751], [-1.577, 0.576, -0.342], [-3.984, 0.867, 0.232], [-3.147, -0.404, 1.260], [-2.869, 1.345, 1.463], [-2.002, 1.775, -0.761]], "lowdin_charge": [-0.02, -0.28, 0.00, 0.04, 0.01, 0.11, 0.10, -0.46, 0.60, 0.03, 0.02, 0.01, -0.16], "homo_lumo_gap_ev": 9.32, "e_lumo_ev": 0.742, "smiles": "C=CO.CS", "homo_ev": -8.58}

***

Entry Q
{"formula": "C3H8OS", "method": "ωB97M-V/def2-TZVPD", "symbols": ["C", "O", "H", "H", "C", "C", "S", "H", "H", "H", "H", "H", "H"], "coordinates": [[-2.914, 0.078, -0.831], [-2.021, 0.656, -1.356], [-3.220, -0.943, -1.103], [-3.497, 0.536, -0.018], [1.171, 1.135, -0.551], [1.906, 0.307, 0.532], [0.848, -1.081, 1.162], [0.357, 0.566, -0.977], [0.725, 2.029, -0.117], [1.931, 1.462, -1.262], [2.002, 0.944, 1.409], [2.869, -0.077, 0.227], [1.013, -1.902, 0.095]], "lowdin_charge": [-0.15, 0.00, 0.08, 0.08, -0.17, -0.58, 0.63, 0.02, 0.07, 0.07, 0.05, 0.05, -0.15], "homo_lumo_gap_ev": 9.72, "e_lumo_ev": 0.790, "smiles": "C=O.CCS", "homo_ev": -8.93}

***

The most stable of them is entry Q.

***

Entry P
{"formula": "C4H12N3S", "method": "ωB97M-V/def2-TZVPD", "symbols": ["C", "C", "C", "C", "N", "N", "N", "S", "H", "H", "H", "H", "H", "H", "H", "H", "H", "H", "H", "H"], "coordinates": [[0.095, 0.102, -1.893], [-1.129, -1.888, 1.528], [0.298, 2.275, 0.862], [0.087, -1.330, 0.770], [-0.624, -0.342, -2.899], [-0.209, 0.029, 0.389], [0.626, 0.929, 0.725], [1.656, 0.504, -2.237], [-1.055, -2.915, 1.672], [-1.287, -1.320, 2.548], [-2.128, -1.626, 1.072], [0.042, 2.559, 1.862], [1.272, 2.663, 0.627], [-0.448, 2.736, 0.225], [1.116, -1.323, 1.269], [0.351, -1.965, -0.138], [-1.627, -0.454, -2.755], [-0.376, -0.133, -3.867], [1.781, 0.879, -0.917], [1.561, 0.620, 1.157]], "lowdin_charge": [-0.58, -0.07, -0.04, -0.25, 0.03, 0.01, -0.17, 0.91, 0.05, 0.12, 0.10, 0.10, 0.09, 0.11, 0.13, 0.14, 0.12, 0.11, -0.13, 0.20], "homo_lumo_gap_ev": [8.44, 8.44], "e_lumo_ev": [-4.409, -4.409], "charge": 1, "homo_ev": [-12.85, -12.85]}

***

Entry Q
{"formula": "C4H12N3S", "method": "ωB97M-V/def2-TZVPD", "symbols": ["C", "C", "C", "C", "N", "N", "N", "S", "H", "H", "H", "H", "H", "H", "H", "H", "H", "H", "H", "H"], "coordinates": [[1.373, 0.775, -0.077], [-1.838, 1.351, 0.301], [0.231, -2.424, -0.471], [-0.946, 0.211, 0.792], [1.473, 1.781, 0.764], [0.169, -0.053, -0.096], [0.164, -1.077, -1.030], [2.613, 0.397, -1.184], [-2.268, 1.115, -0.669], [-2.653, 1.491, 1.005], [-1.292, 2.286, 0.213], [0.376, -3.115, -1.298], [1.089, -2.487, 0.198], [-0.669, -2.719, 0.076], [-0.574, 0.412, 1.801], [-1.532, -0.709, 0.846], [0.741, 2.014, 1.418], [2.314, 2.340, 0.778], [1.853, -0.605, -1.699], [-0.624, -0.983, -1.671]], "lowdin_charge": [-0.61, -0.06, -0.06, -0.20, 0.16, -0.15, -0.14, 0.97, 0.08, 0.09, 0.07, 0.10, 0.09, 0.08, 0.12, 0.12, 0.12, 0.13, -0.08, 0.15], "homo_lumo_gap_ev": 10.63, "e_lumo_ev": -3.342, "charge": 1, "homo_ev": -13.97}

***

Entry R
{"formula": "C4H12N3S", "method": "ωB97M-V/def2-TZVPD", "symbols": ["C", "C", "C", "C", "N", "N", "N", "S", "H", "H", "H", "H", "H", "H", "H", "H", "H", "H", "H", "H"], "coordinates": [[-2.455, -0.156, -0.682], [-1.912, 0.853, -0.120], [-1.728, 2.221, 0.407], [0.334, -0.514, 1.054], [2.296, -1.201, -1.345], [0.463, -1.693, 0.362], [1.635, 0.266, 0.816], [0.574, -1.585, -1.337], [-1.988, -1.182, -0.772], [-3.356, -0.150, -1.156], [-1.560, 2.886, -0.451], [-2.638, 2.400, 0.954], [-0.895, 2.369, 0.971], [0.284, -0.489, 2.132], [2.925, -2.014, -1.379], [2.363, -0.506, -2.042], [-0.018, -2.556, 0.427], [2.000, -0.256, 0.060], [2.296, 0.135, 1.656], [1.381, 1.173, 0.445]], "lowdin_charge": [-0.02, -0.06, -0.07, -0.20, -0.29, -0.35, 0.16, 0.90, 0.05, 0.04, 0.10, 0.09, 0.03, 0.11, 0.07, 0.02, 0.06, 0.00, 0.21, 0.14], "homo_lumo_gap_ev": [6.87, 9.03], "e_lumo_ev": [-4.212, -3.082], "charge": 1, "homo_ev": [-11.08, -12.11]}

***

The most stable of them is entry Q.